Density functional theory data (ωB97M-V/def2-TZVPD) for a molecular structure, C9H26KNO7.

XYZ file:
```
44
Properties=species:S:1:pos:R:3:forces:R:3:lowdin_charge:R:1
K -0.416357 -1.394860 -0.292233 0.47 0.40 -0.34 0.85
N 1.826407 0.442904 -2.798650 -0.47 0.26 -0.31 -0.59
O 2.259173 0.506423 -3.941962 0.16 0.09 0.19 0.00
O 1.465915 -0.680682 -2.335202 -0.06 0.66 0.59 -0.13
O 1.694245 1.515680 -2.113561 -0.07 -1.05 0.12 -0.09
O -1.214391 -4.038292 -0.876575 -0.06 -0.01 0.03 -0.10
H -0.642187 -4.812976 -0.864896 0.03 0.06 0.00 0.05
H -1.907409 -4.256591 -1.508281 0.04 0.01 -0.01 0.05
C 1.572373 1.851476 1.959082 -0.37 -0.26 0.15 -0.04
C 0.212772 2.152587 1.294133 0.44 0.16 -0.22 -0.46
C 0.144326 3.608711 0.825228 -0.01 0.20 0.04 -0.05
O -0.017138 1.267359 0.191423 0.20 0.12 0.07 -0.17
H 1.948938 2.713865 2.509331 0.11 0.05 -0.19 0.07
H 2.275403 1.526543 1.191639 0.15 0.25 0.01 0.08
H 1.499646 1.046017 2.696869 -0.10 -0.07 -0.20 0.06
H -0.584743 1.956945 2.016718 -0.02 -0.01 -0.11 0.13
H 0.658689 3.714424 -0.132614 0.09 -0.03 0.04 0.09
H 0.624174 4.286472 1.537242 -0.02 -0.13 -0.01 0.07
H -0.873422 3.979571 0.689385 -0.06 -0.26 -0.06 0.07
H 0.624650 1.474733 -0.541019 -0.25 -0.25 0.24 0.05
C 1.263297 -2.009785 2.940127 -0.73 -0.86 0.10 -0.06
C 2.552608 -1.897438 2.177763 0.69 0.42 0.02 -0.49
C 3.418854 -3.149780 2.305231 0.10 0.08 -0.08 -0.05
O 2.261975 -1.622324 0.796909 -0.25 -0.10 0.40 -0.10
H 0.566228 -2.664356 2.393375 0.15 0.05 0.03 0.08
H 0.731218 -1.082831 3.142742 0.23 0.21 -0.14 0.07
H 1.445001 -2.520526 3.888429 -0.04 0.19 0.05 0.08
H 3.134674 -1.063330 2.598420 -0.16 -0.02 -0.12 0.14
H 3.493914 -3.496543 3.337700 -0.15 0.06 0.00 0.08
H 4.439791 -2.928168 1.990941 -0.06 -0.08 -0.21 0.08
H 3.022810 -3.956151 1.685519 0.00 0.01 0.03 0.08
H 2.898566 -0.994348 0.443134 -0.04 -0.04 -0.16 0.10
C -4.655277 0.889483 -2.258935 0.35 0.11 -0.12 -0.05
C -3.192109 0.512109 -2.490028 -0.29 0.33 0.09 -0.47
C -2.260629 1.700453 -2.382360 0.43 -0.16 0.27 -0.04
O -2.764483 -0.423737 -1.484039 0.13 -0.33 0.09 -0.13
H -5.056557 1.419114 -3.124438 0.03 -0.02 -0.01 0.08
H -4.718128 1.558198 -1.400301 -0.14 -0.12 0.11 0.08
H -5.268538 0.001357 -2.093638 -0.05 0.04 0.03 0.07
H -3.086309 0.058451 -3.481210 0.05 -0.11 0.05 0.14
H -2.526570 2.487580 -3.084351 0.02 -0.05 -0.13 0.09
H -1.226053 1.381788 -2.543888 -0.10 0.11 -0.24 0.08
H -2.261418 2.117782 -1.372180 -0.26 -0.06 -0.01 0.08
H -3.363929 -1.177308 -1.490983 -0.12 0.11 -0.09 0.08
```
Positions in Å, forces in eV/Å.

Computed properties:
ΔE to the lowest compared entry with this formula, charge and spin ... 0.00 kcal/mol
Largest force on an atom ... 0.022 hartree/bohr
Calculated total energy ... -1539.81919 hartree
Multiplicity ... 1